Entry from OMol25: CBr3ClS as an isolated structure (ωB97M-V/def2-TZVPD).

The geometry in XYZ format:
```
6
Properties=species:S:1:pos:R:3:forces:R:3:nbo_charge:R:1
Br -0.31496 1.83372 -0.71911 -0.19 -0.06 0.02 0.20
Br -2.09058 0.06698 1.26027 0.12 0.06 -0.07 0.17
Br -1.20863 -1.09866 -1.56265 0.04 0.10 0.08 0.17
Cl 2.49523 0.67687 0.53193 0.26 -0.16 0.14 -0.12
S 1.65067 -1.05951 1.00127 -0.40 0.37 -0.24 0.07
C -0.91711 0.15393 -0.19659 0.16 -0.30 0.06 -0.50
```
Positions in Å, forces in eV/Å.

Properties
HOMO (spin up / spin down), eV: -9.29 / -8.73
Maximum force, eV/Å: 0.6
ΔE to the lowest compared entry with this formula, charge and spin, kcal/mol: 32.5
Net charge: 0

***

Entry from OMol25: a single C24H32N4O4S molecule in a non-equilibrium geometry (ωB97M-V/def2-TZVPD).

The geometry in XYZ format:
```
65
Properties=species:S:1:pos:R:3:forces:R:3:nbo_charge:R:1
S 5.10275 -0.71261 -0.01613 -0.57 -0.29 -0.13 0.35
O 2.89111 3.10831 0.53528 0.13 -0.11 0.13 -0.52
O -2.55171 -2.09653 -0.53404 -0.18 -0.22 -0.06 -0.66
O -2.91143 1.00561 2.64732 0.06 0.31 0.21 -0.63
O 1.22885 0.58406 -2.66064 -0.04 0.03 -0.19 -0.60
N -3.96580 -0.27067 1.09598 -0.54 -0.22 -0.42 -0.65
N -1.08299 -0.77480 0.53294 0.05 0.00 0.45 -0.47
N 3.07120 -2.28610 -0.15352 -0.59 -0.08 -0.36 -0.51
N 2.88766 -0.33922 -1.50106 0.39 0.53 -0.36 -0.64
C 1.08621 0.06967 1.24602 -0.02 0.13 -0.06 -0.23
C -0.73513 -1.28106 -1.84848 -0.01 -0.01 -0.14 -0.50
C -0.08964 0.23960 0.52096 0.11 0.38 -0.20 0.17
C -5.11404 0.58558 0.88910 -0.19 0.44 0.23 -0.06
C 3.94404 -2.86277 0.72214 0.77 0.17 0.35 0.16
C 3.57958 -4.15813 1.35785 0.03 0.07 -0.04 -0.63
C 2.04850 1.05335 1.24204 0.00 0.20 0.07 -0.28
C 0.76237 -1.56852 -1.68660 -0.41 0.11 0.02 -0.53
C -0.30459 1.42850 -0.15726 0.02 -0.23 0.25 -0.20
C -6.23246 -0.15557 -1.74223 0.24 -0.22 -0.04 -0.40
C -6.39975 -1.06897 -0.53197 -0.26 0.22 0.00 -0.40
C 1.59747 -0.35289 -1.99066 -0.03 -0.12 0.00 0.72
C 2.77596 4.32401 -0.18197 0.06 0.36 -0.17 -0.07
C -6.38461 -0.25691 0.76198 0.18 -0.11 0.02 -0.40
C 0.66141 2.41778 -0.17116 0.27 0.29 0.03 -0.30
C -1.78569 -0.95903 1.79650 -0.30 -0.01 0.21 -0.30
C -4.92102 1.46331 -0.35493 0.15 -0.15 0.07 -0.40
C -4.92890 0.62918 -1.63311 -0.25 0.25 -0.02 -0.41
C 3.51224 -1.17389 -0.62021 0.96 -0.02 0.46 0.28
C -2.94823 0.04292 1.90824 0.45 -0.46 0.11 0.67
C -1.53695 -1.41104 -0.56952 0.15 -0.17 -0.47 0.71
C 5.09041 -2.16366 0.92097 -0.16 0.00 -0.08 -0.46
C 1.85803 2.23091 0.51337 -0.24 -0.23 0.02 0.39
C 4.07862 5.08762 -0.00415 -0.34 -0.31 0.03 -0.62
H 4.02994 6.03040 -0.54115 0.02 0.10 -0.05 0.22
H -1.23292 1.58408 -0.68554 -0.12 -0.01 -0.06 0.22
H 1.24988 -0.84315 1.79959 0.01 -0.11 0.04 0.23
H 2.59689 4.11603 -1.24587 -0.06 0.00 0.13 0.17
H 0.46914 3.32417 -0.72089 0.03 0.09 -0.07 0.23
H -1.18951 -1.97356 -2.55820 -0.02 0.10 0.13 0.24
H 3.40314 0.50041 -1.74163 -0.25 -0.10 -0.04 0.42
H -7.07282 0.54137 -1.79288 -0.07 0.03 -0.04 0.19
H -5.73057 2.19504 -0.39339 -0.03 0.09 -0.01 0.20
H -3.85170 -1.06415 0.47426 0.20 0.02 0.17 0.43
H 3.40215 -4.90805 0.58938 -0.01 -0.10 -0.01 0.23
H 4.90983 4.50126 -0.38632 0.10 -0.02 -0.05 0.21
H 4.25109 5.28524 1.05015 0.04 0.06 0.09 0.22
H 2.66095 -4.04479 1.93072 -0.06 -0.05 0.07 0.23
H -1.08897 -0.78239 2.61622 -0.12 0.01 -0.08 0.23
H -6.46339 -0.92288 1.62342 -0.04 0.06 0.06 0.21
H -2.16913 -1.98174 1.83332 0.07 0.10 0.03 0.23
H 4.37474 -4.49561 2.01582 0.01 -0.09 0.06 0.22
H 1.07641 -2.34077 -2.39341 0.06 -0.04 0.07 0.25
H -4.81327 1.28504 -2.49888 0.09 -0.03 -0.02 0.21
H 1.93479 4.91212 0.20873 0.04 -0.11 -0.07 0.17
H -6.23299 -0.74996 -2.65785 -0.08 0.03 -0.04 0.21
H -5.59361 -1.80518 -0.52411 0.02 -0.13 -0.02 0.20
H -4.08876 -0.06832 -1.63021 0.09 -0.04 -0.05 0.20
H 2.96910 0.93497 1.79189 0.11 -0.04 0.06 0.23
H -0.85358 -0.27232 -2.25270 -0.06 -0.07 -0.03 0.26
H -7.34283 -1.61483 -0.60425 0.06 -0.10 0.01 0.21
H -7.24530 0.41488 0.77589 -0.06 0.03 0.02 0.20
H -5.17520 1.22884 1.77465 -0.02 -0.12 -0.16 0.23
H -3.98009 2.00962 -0.25940 -0.02 0.08 0.06 0.21
H 5.92261 -2.40850 1.54786 0.18 -0.11 0.16 0.24
H 1.00709 -1.94320 -0.69447 -0.05 -0.04 -0.22 0.27
```
Positions in Å, forces in eV/Å.

Properties
HOMO, eV: -8.52
Structure (SMILES): CCOc1ccc(N(CC(=O)NC2CCCCC2)C(=O)CCC(=O)Nc2nc(C)cs2)cc1
Maximum force, eV/Å: 1.1
ΔE to the lowest compared entry with this formula, charge and spin, kcal/mol: 0.0
Net charge: 0

***

Q: Among the records above, which one has the highest maximum force?
A: C24H32N4O4S

***

Q: Which value of net charge does entry 2 give?
A: 0